104
Properties=species:S:1:pos:R:3:forces:R:3:mulliken_spin:R:1 method="wB97M-V/def2-TZVPD" de_lowest_kcal_mol=0.0 spin_multiplicity=6 homo_lumo_gap_ev="6.361 / 6.360" lumo_ev="-0.9 / -0.9"
Dy 0.81410 -0.05204 2.05307 -2.5 0.3 1.3 4.9328
C -0.93140 -2.03426 2.00556 0.1 -0.3 0.4 0.0017
C -2.20776 -1.67085 1.51918 -0.1 -0.1 -0.1 -0.0007
C -2.94426 -1.12732 2.57153 -0.1 0.2 -0.1 -0.0007
C -2.13398 -1.11581 3.72094 0.1 0.0 0.1 0.0088
C -0.90026 -1.69004 3.39290 -0.3 -0.6 -0.1 0.0160
H -0.27927 -2.78069 1.57648 0.1 0.1 -0.1 -0.0064
H -2.57421 -1.84154 0.51421 0.1 0.0 0.0 0.0005
H -3.96882 -0.78141 2.52256 0.0 0.1 0.0 0.0000
H -2.43224 -0.77598 4.70344 0.0 0.0 0.0 0.0005
H -0.18780 -2.09356 4.10003 0.1 0.2 0.0 -0.0007
Br -4.55056 5.63370 0.75889 0.1 0.0 0.1 0.0000
C -3.26245 4.50601 1.57482 -0.1 -0.1 -0.1 0.0001
C -3.41869 3.13321 1.48538 0.0 0.1 -0.1 -0.0002
C -2.45903 2.30338 2.03759 0.1 -0.1 0.3 -0.0045
C -1.37712 2.83246 2.73266 -0.3 0.5 -0.1 -0.0006
C -1.24871 4.21948 2.83118 0.2 -0.1 -0.1 -0.0018
C -2.17959 5.05487 2.23881 0.0 0.1 0.1 0.0002
N -0.43430 1.95227 3.30855 0.0 -0.2 0.0 0.0130
C 0.13592 2.32857 4.37740 -0.3 0.0 0.1 -0.0035
C 1.10740 1.48661 5.06276 0.2 -0.3 0.3 0.0067
C 1.83204 1.97613 6.14057 -0.2 0.1 -0.1 0.0003
C 2.69418 1.12366 6.80858 0.0 -0.1 0.0 0.0002
C 2.76798 -0.19352 6.39744 -0.1 0.1 0.1 0.0001
C 2.02089 -0.59374 5.29811 0.0 -0.1 0.1 -0.0002
N 1.22148 0.22525 4.62605 0.2 0.2 -0.1 0.0072
H -4.27723 2.71840 0.97983 0.0 -0.1 -0.1 0.0000
H -2.56733 1.23121 1.99857 0.0 -0.2 -0.1 0.0039
H -0.39017 4.65150 3.33024 0.0 0.0 -0.1 0.0001
H -2.06723 6.12895 2.29843 0.0 0.0 0.0 0.0000
H -0.11521 3.27181 4.86431 0.0 0.0 0.0 -0.0003
H 1.72249 3.01064 6.43900 0.0 0.0 0.0 -0.0001
H 3.28688 1.48376 7.63880 0.0 0.0 0.0 0.0000
H 3.40048 -0.90666 6.90639 0.0 0.0 0.0 0.0000
H 2.08731 -1.60885 4.93299 0.0 0.0 -0.1 0.0003
C -0.42302 -3.60233 -5.31832 -0.1 0.3 -0.1 0.0000
S -1.19646 -2.29376 -6.30196 -0.1 0.0 0.1 0.0000
C -2.04248 -1.36755 -4.98577 0.3 -0.1 -0.2 0.0000
C -1.09564 -0.61852 -4.03634 -0.1 -0.1 0.1 -0.0003
C -1.06390 -1.29748 -2.66331 0.1 0.3 -0.5 -0.0009
N -0.19345 -0.68810 -1.64171 -0.1 -0.4 0.7 -0.0061
P -0.71047 0.54463 -0.52674 0.6 0.7 -1.2 -0.0071
C -2.13177 1.27178 -1.43522 -0.2 -0.2 0.3 -0.0062
C -3.40010 0.74794 -1.19922 0.0 -0.1 0.1 -0.0019
C -4.50941 1.24983 -1.86430 -0.1 0.0 0.0 0.0001
C -4.36276 2.30417 -2.75195 0.0 0.0 0.0 -0.0001
C -3.10160 2.83053 -2.99861 0.0 0.0 0.0 0.0000
C -1.99029 2.30978 -2.35565 -0.1 0.0 -0.1 0.0001
C 0.44063 1.97901 -0.79470 0.0 0.1 0.1 0.0149
C -0.03205 3.21066 -0.32022 0.1 -0.1 0.1 -0.0012
C 0.75399 4.34752 -0.37089 0.0 0.0 0.0 -0.0006
C 2.04180 4.27582 -0.89003 0.1 0.0 0.0 0.0005
C 2.52778 3.06160 -1.35035 0.0 0.0 0.0 -0.0007
C 1.73482 1.92096 -1.29884 -0.2 0.0 0.1 -0.0001
P 1.04418 -1.61364 -0.85525 -0.6 -0.2 -0.8 0.0304
C 2.27222 -1.69961 -2.24298 0.2 0.1 0.1 -0.0032
C 3.32197 -2.61978 -2.26246 0.0 0.0 0.0 -0.0005
C 4.28976 -2.58420 -3.25438 0.0 -0.1 0.0 0.0002
C 4.23982 -1.62682 -4.25428 0.0 0.0 0.0 -0.0003
C 3.20810 -0.70218 -4.25087 0.0 0.0 0.0 0.0001
C 2.24599 -0.73541 -3.25346 0.0 -0.1 0.0 0.0001
C 0.48415 -3.36839 -0.73852 0.1 0.1 0.2 -0.0077
C 1.42363 -4.24499 -0.18544 -0.1 0.0 0.0 0.0014
C 1.08877 -5.54989 0.13890 -0.1 0.0 0.0 0.0004
C -0.21266 -5.99480 -0.03901 0.0 0.0 0.0 -0.0002
C -1.16421 -5.12733 -0.54983 0.0 0.0 0.0 0.0001
C -0.82262 -3.82856 -0.89616 0.0 0.1 0.0 0.0005
H 0.04487 -4.28214 -6.02663 0.0 0.0 0.1 0.0000
H -1.18367 -4.13592 -4.74971 0.1 -0.1 0.1 0.0000
H 0.33821 -3.18975 -4.65681 0.0 -0.1 0.0 0.0000
H -2.67568 -2.07592 -4.44553 -0.1 0.1 0.0 0.0000
H -2.69328 -0.67734 -5.52076 -0.1 0.0 0.0 0.0000
H -1.42556 0.41185 -3.93046 0.0 0.1 0.0 0.0000
H -0.10340 -0.61171 -4.48211 0.0 0.1 0.1 0.0001
H -0.71040 -2.31761 -2.81048 0.0 0.1 0.0 0.0002
H -2.09504 -1.35556 -2.29789 0.0 -0.1 0.0 -0.0001
H -3.51282 -0.05499 -0.47810 -0.1 0.0 0.0 -0.0005
H -5.49079 0.83109 -1.68022 0.0 0.0 0.0 0.0000
H -5.23012 2.71924 -3.24889 0.0 0.0 0.0 0.0000
H -2.98097 3.65226 -3.69304 0.0 0.0 0.0 0.0000
H -1.01017 2.71200 -2.57399 -0.1 0.0 0.0 0.0002
H -1.04556 3.27797 0.05851 0.1 0.1 0.0 -0.0001
H 0.36633 5.28976 -0.00423 0.0 0.0 0.0 0.0000
H 2.65898 5.16467 -0.92684 0.0 0.0 0.0 0.0000
H 3.53243 2.98133 -1.74592 0.0 0.0 0.0 0.0000
H 2.14770 0.99413 -1.65447 0.1 -0.1 0.1 0.0003
H 3.39787 -3.38710 -1.50902 0.0 0.0 0.0 -0.0002
H 5.09022 -3.31284 -3.24352 0.0 0.0 0.0 0.0000
H 4.99894 -1.60282 -5.02543 0.0 0.0 0.0 0.0000
H 3.14510 0.05113 -5.02639 0.0 0.0 0.0 0.0000
H 1.46492 0.00703 -3.26342 0.0 0.0 0.0 0.0000
H 2.40912 -3.88553 0.06793 0.0 0.0 0.0 -0.0004
H 1.83609 -6.20518 0.56757 0.0 0.0 0.0 0.0000
H -0.48782 -7.00344 0.24098 0.0 0.0 0.0 0.0000
H -2.19146 -5.45198 -0.65746 0.0 0.0 0.0 0.0000
H -1.60479 -3.17226 -1.25036 0.1 -0.1 0.1 0.0001
O 2.03518 2.41070 2.26483 -0.1 0.1 0.2 0.0029
H 2.74132 1.85765 2.67644 0.1 0.1 -0.1 0.0040
H 2.42409 2.71914 1.43654 -0.1 -0.1 -0.1 -0.0006
O 3.47005 0.37351 3.08186 0.1 0.0 -0.1 0.0011
S 3.52135 -0.49835 1.88328 1.8 -0.1 0.2 0.0080
O 4.83036 -0.71690 1.34465 -0.1 0.0 -0.1 0.0001
O 2.58368 0.15749 0.90081 1.2 0.3 -0.9 0.0116
S 2.55647 -2.17010 2.37896 -0.1 -0.4 0.1 -0.0110